C59H50NO6P2S3Sc as an isolated structure in a non-equilibrium geometry, computed with ωB97M-V/def2-TZVPD.

Lowest unoccupied orbital energy, eV: -4.86
Frontier orbital gap, eV: 6.982

```
! wB97M-V def2-TZVPD RIJCOSX def2/J DEFGRID3
* xyz 2 1
Sc -0.26 0.30 0.25
O -0.83 2.13 0.90
P -2.15 2.55 1.57
C -3.60 2.00 0.60
P -3.53 0.17 0.47
O -2.09 -0.32 0.73
C -4.56 -0.39 1.82
C -4.06 -1.35 2.70
C -4.85 -1.81 3.74
C -6.14 -1.32 3.90
C -6.65 -0.38 3.01
C -5.86 0.09 1.97
C -4.21 -0.57 -1.00
C -5.21 0.03 -1.76
C -5.70 -0.62 -2.88
C -5.20 -1.86 -3.24
C -4.20 -2.47 -2.48
C -3.70 -1.82 -1.35
C -2.19 4.31 1.76
C -2.04 5.09 0.60
C -2.01 6.47 0.70
C -2.12 7.07 1.95
C -2.25 6.31 3.10
C -2.29 4.92 3.01
C -2.41 1.78 3.16
C -3.62 1.97 3.83
C -3.85 1.33 5.03
C -2.87 0.51 5.58
C -1.67 0.32 4.91
C -1.44 0.95 3.70
H -3.60 2.48 -0.38
H -4.48 2.28 1.17
H -3.04 -1.72 2.58
H -4.46 -2.55 4.43
H -6.76 -1.68 4.72
H -7.66 -0.01 3.13
H -6.27 0.81 1.27
H -5.60 1.01 -1.49
H -6.48 -0.15 -3.47
H -5.59 -2.37 -4.11
H -3.82 -3.44 -2.75
H -2.93 -2.29 -0.76
H -1.95 4.61 -0.37
H -1.89 7.07 -0.19
H -2.10 8.15 2.02
H -2.33 6.79 4.07
H -2.38 4.33 3.91
H -4.39 2.61 3.41
H -4.79 1.47 5.55
H -3.05 0.01 6.52
H -0.91 -0.33 5.34
H -0.50 0.81 3.19
C 0.49 -5.93 -5.53
C 0.59 -5.04 -4.31
C 1.21 -5.50 -3.15
C 1.31 -4.69 -2.03
C 0.78 -3.41 -2.07
C 0.13 -2.94 -3.20
C 0.04 -3.76 -4.32
S 0.99 -2.39 -0.61
O 0.85 -3.29 0.56
C 2.76 -2.03 -1.00
C 2.88 -1.26 -2.20
C 4.05 -1.24 -2.87
C 5.07 -2.17 -2.53
C 6.15 -2.41 -3.41
C 6.98 -3.47 -3.23
C 6.73 -4.37 -2.17
C 5.75 -4.12 -1.26
C 4.93 -2.97 -1.37
C 3.86 -2.65 -0.43
C 3.87 -2.91 1.04
C 4.75 -3.81 1.77
C 6.09 -4.08 1.40
C 6.87 -4.93 2.14
C 6.36 -5.58 3.27
C 5.10 -5.27 3.71
C 4.30 -4.34 3.01
C 3.11 -3.83 3.62
C 2.54 -2.72 3.12
C 2.97 -2.23 1.86
S 2.57 -0.56 1.46
O 1.02 -0.39 1.59
C 3.17 0.24 2.92
C 4.51 0.59 2.91
C 5.05 1.20 4.03
C 4.27 1.47 5.15
C 4.87 2.11 6.37
C 2.92 1.11 5.13
C 2.36 0.49 4.02
H 1.29 -6.66 -5.55
H 0.52 -5.34 -6.45
H -0.46 -6.48 -5.52
H 1.62 -6.50 -3.12
H 1.79 -5.05 -1.12
H -0.30 -1.95 -3.21
H -0.46 -3.40 -5.21
H 2.01 -0.73 -2.57
H 4.18 -0.62 -3.75
H 6.27 -1.75 -4.27
H 7.79 -3.66 -3.92
H 7.32 -5.27 -2.09
H 5.55 -4.84 -0.48
H 6.53 -3.57 0.56
H 7.90 -5.10 1.84
H 6.97 -6.28 3.83
H 4.71 -5.70 4.63
H 2.75 -4.29 4.53
H 1.73 -2.21 3.64
H 5.13 0.38 2.04
H 6.10 1.48 4.03
H 5.67 2.80 6.10
H 5.31 1.35 7.03
H 4.12 2.65 6.95
H 2.30 1.31 5.99
H 1.32 0.22 4.01
O 1.67 1.71 -0.24
H 2.03 1.72 -1.14
H 1.87 2.56 0.16
O -2.27 1.35 -1.71
S -1.18 0.86 -2.57
N -0.03 0.30 -1.82
*
```

These are the Löwdin partial charges, in e, on atoms 1 to 5: 0.822, -0.374, 0.841, -0.259, 0.853